Record 1
Computed, not measured: C26H24N5O2SbSe4Ti as an isolated structure at a distorted geometry, with the ωB97M-V functional and the def2-TZVPD basis.

Results
**Energy above the lowest of the compared OMol25 structures with the same formula, charge and spin**: 6.4 kcal per mole
**Net charge**: -1
**LUMO (alpha / beta)**: 1.75 / 1.75 eV
**Highest occupied orbital energy (alpha / beta)**: -3.89 / -3.89 eV
**Multiplicity**: 2
**Frontier orbital gap (alpha / beta)**: 0.2074 / 0.2072 hartree
**F_max**: 2.199 eV Å⁻¹

CARTESIAN COORDINATES (ANGSTROEM)
Sb  -0.29  1.33  4.48
Se  2.14  1.42  4.81
Se  -1.41  3.43  4.93
Se  -0.72  1.03  1.85
Se  -1.38  -0.62  5.49
Ti  0.14  -0.46  -0.03
O  -2.27  -0.66  0.14
O  3.64  -2.44  -0.39
N  1.51  1.31  0.28
N  -4.10  0.04  -0.95
N  0.87  -1.78  1.56
N  -0.33  -2.03  -1.32
N  1.86  -1.03  -0.77
C  2.11  3.47  -0.49
C  2.20  -1.85  1.42
C  2.31  1.49  1.33
C  -3.55  1.09  1.16
C  -1.42  1.48  -3.71
C  -1.90  -3.31  -2.58
C  3.06  -2.07  2.48
C  -0.64  2.62  -3.80
C  0.06  -2.48  -3.64
C  1.39  2.29  -0.63
C  0.41  2.03  -1.71
C  0.27  2.90  -2.80
C  -3.23  0.09  0.08
C  2.93  3.66  0.61
C  2.52  -2.26  3.74
C  3.03  2.65  1.55
C  -1.28  0.63  -2.62
C  2.67  -1.78  -0.01
C  -2.63  0.92  2.36
C  -1.15  -3.14  -3.74
C  -1.46  -2.75  -1.40
C  1.14  -2.27  3.88
C  1.80  -1.31  -2.18
C  0.35  -2.01  2.77
C  0.45  -1.96  -2.42
C  -0.38  0.87  -1.58
H  0.88  3.79  -2.88
H  0.71  -2.37  -4.50
H  0.67  -2.41  4.84
H  -4.82  0.74  -1.05
H  3.62  2.74  2.45
H  -2.01  -2.86  -0.48
H  3.46  4.59  0.74
H  -3.44  2.09  0.75
H  2.00  4.26  -1.23
H  -1.49  -3.54  -4.68
H  4.12  -2.08  2.30
H  -2.83  -3.86  -2.59
H  -0.72  -1.96  2.86
H  -3.87  -0.52  -1.75
H  1.91  -0.41  -2.78
H  -1.88  -0.27  -2.61
H  -4.59  0.96  1.47
H  -2.81  -0.03  2.86
H  2.59  -2.01  -2.45
H  -2.13  1.25  -4.50
H  2.34  0.69  2.07
H  3.15  -2.36  4.60
H  -0.74  3.29  -4.64
H  -2.81  1.72  3.07


Record 2
Computed, not measured: one molecule with the formula C7H15NS at a distorted geometry, with the ωB97M-V functional and the def2-TZVPD basis.

Results
**Energy above the lowest of the compared OMol25 structures with the same formula, charge and spin**: 136.1 kcal per mole
**LUMO (alpha / beta)**: 0.44 / 0.44 eV
**Highest occupied orbital energy (alpha / beta)**: -6.57 / -6.57 eV
**SMILES string**: C=[S@](C)(=CN)C1(C)CC1
**Frontier orbital gap (alpha / beta)**: 0.2576 / 0.2576 hartree
**F_max**: 3.408 eV Å⁻¹

CARTESIAN COORDINATES (ANGSTROEM)
S  0.14  0.56  -0.46
N  -1.38  0.65  -2.86
C  -0.71  1.51  -2.03
C  -0.11  -1.76  1.31
C  1.43  1.56  -0.24
C  1.07  -1.06  1.93
C  0.89  -0.74  -1.42
C  -0.01  -0.31  1.28
C  -1.13  0.43  1.96
H  -0.92  -2.25  1.92
H  1.67  1.62  0.85
H  1.44  2.55  -0.66
H  -0.99  -0.14  -3.44
H  -1.38  2.20  -1.63
H  0.21  -1.56  -1.56
H  -0.11  -2.14  0.30
H  1.27  -0.10  -2.24
H  1.31  -1.07  3.04
H  -2.07  0.21  1.46
H  -2.37  0.71  -2.85
H  2.05  -1.17  1.40
H  -0.81  1.41  2.01
H  -1.32  0.09  3.05
H  1.84  -1.20  -1.11


> Look up the energy above the lowest of the compared OMol25 structures with the same formula, charge and spin of the first one.

6.4 kcal per mole


> Which value of F_max does entry 2 give?

3.408 eV Å⁻¹